Record 1
ORCA calculation (ωB97M-V with the def2-TZVPD basis set) on a structure of composition C28H30ClN2O7Zn.

Output
- ΔE to the lowest compared entry with this formula, charge and spin (eV) = 0.000
- total energy (eV) = -107780.028
- gap between HOMO and LUMO (eV) = 7.16
- HOMO (eV) = -4.62
- LUMO level (eV) = 2.53
- largest force on an atom (hartree/bohr) = 0.0073

```
! RIJCOSX wB97M-V def2-TZVPD def2/J DEFGRID3
* xyz -1 1
Zn 0.37557 1.62307 -0.25476
C -2.44125 4.72660 -0.87612
O -1.55348 5.77642 -0.50496
C -0.70046 5.52744 0.54101
C -0.63688 6.47751 1.53545
C 0.24822 6.34565 2.60719
C 1.04902 5.22744 2.66366
C 0.99540 4.23280 1.67753
C 1.93424 3.12495 1.80546
N 1.79825 2.02485 1.17659
N 2.77788 1.06002 1.29169
C 2.67943 0.23267 0.27528
O 1.85578 0.32049 -0.70221
C 3.64632 -0.90722 0.25349
C 3.80538 -1.64390 -0.91451
C 4.67760 -2.72207 -0.95011
C 5.39286 -3.07645 0.18492
C 5.23511 -2.34388 1.35513
C 4.36821 -1.26269 1.38898
C 0.12997 4.36835 0.55283
O 0.07878 3.55820 -0.46227
H -3.27697 5.21010 -1.38280
H -1.95816 4.00864 -1.53335
H -2.81284 4.20262 0.00974
H -1.29534 7.33438 1.45650
H 0.29506 7.10304 3.37833
H 1.74835 5.09988 3.48300
H 2.80542 3.25218 2.45179
H 3.22473 -1.36251 -1.78262
H 4.79251 -3.29180 -1.86417
H 6.06814 -3.92311 0.16120
H 5.78567 -2.62039 2.24596
H 4.22981 -0.68288 2.29098
C -4.33031 -3.10423 -1.47403
C -3.06445 -3.01528 -2.28013
C -2.33725 -4.16524 -2.57699
C -1.18144 -4.08550 -3.33013
Cl -0.29013 -5.54770 -3.67271
C -0.71088 -2.87398 -3.80449
C -1.42562 -1.72412 -3.51461
C -2.59209 -1.79448 -2.76427
O -3.31835 -0.64037 -2.55743
C -3.11871 -0.02793 -1.29142
C -1.74284 0.59658 -1.09635
O -1.02990 0.91911 -2.05291
O -1.40872 0.77570 0.12018
H -4.80195 -4.07772 -1.60813
H -5.03484 -2.32856 -1.77103
H -4.12856 -2.97960 -0.40770
H -2.68027 -5.12865 -2.22164
H 0.20600 -2.82974 -4.37489
H -1.08531 -0.74980 -3.83498
H -3.30509 -0.72793 -0.47516
H -3.85590 0.77497 -1.22934
C -0.29588 -0.00673 3.43809
C -0.90108 -1.10999 2.60271
O 0.05596 -1.55146 1.66668
C -0.48584 -2.49025 0.76477
C 0.58723 -2.88080 -0.22388
H -0.98611 0.28806 4.23074
H -0.08157 0.86836 2.82585
H 0.63935 -0.33931 3.89055
H -1.78697 -0.74391 2.07344
H -1.20293 -1.95853 3.23867
H -1.34621 -2.04736 0.24240
H -0.85574 -3.36851 1.31712
H 0.90109 -2.00650 -0.79407
H 0.21451 -3.64108 -0.91283
H 1.45845 -3.27790 0.29910
*
```



Record 2
ORCA calculation (ωB97M-V with the def2-TZVPD basis set) on a cluster of 5 separate species, C34H71BN6O9 in total in a non-equilibrium geometry.

Output
- total energy (eV) = -64443.493
- gap between HOMO and LUMO (eV) = 7.66
- HOMO (eV) = -8.48
- LUMO level (eV) = -0.81
- SMILES = CCB(O)c1ccc2nccnc2c1.COCCNCCOC.COCCNCCOC.COCCNCCOC.COCCNCCOC
- largest force on an atom (hartree/bohr) = 0.1190

```
! RIJCOSX wB97M-V def2-TZVPD def2/J DEFGRID3
* xyz 0 1
C -0.40623 4.30879 -6.98206
C 0.17365 4.91369 -8.35784
B 0.52651 3.76141 -9.48439
O 0.63598 4.05894 -10.90636
C 0.79143 2.25700 -8.87961
C -0.21058 1.12472 -9.36101
C 0.01429 -0.28954 -8.75424
C 1.17323 -0.61826 -7.72525
N 1.23363 -1.97033 -7.23733
C 2.29614 -2.16565 -6.30765
C 3.28580 -1.03300 -5.90871
N 3.26330 0.32208 -6.35459
C 2.15975 0.48159 -7.26485
C 1.93538 1.93753 -7.85704
H 0.46586 4.14927 -6.25654
H -1.11874 5.06779 -6.47231
H -1.01036 3.34425 -7.09978
H -0.53374 5.72017 -8.76528
H 1.18479 5.44696 -8.16326
H 0.01439 4.77839 -11.15271
H -1.05160 1.38996 -10.08202
H -0.71594 -1.11629 -9.07592
H 2.41214 -3.21547 -5.85246
H 4.12975 -1.31703 -5.17256
H 2.60493 2.82669 -7.54807
C 0.15633 3.52182 -3.73969
O -0.97226 4.38064 -3.70152
C -2.15959 3.76161 -3.20204
C -2.47323 4.21888 -1.77412
N -1.52409 3.66868 -0.80609
C -1.52770 4.33089 0.50283
C -1.31362 5.85077 0.56724
O 0.00177 6.28783 0.24568
C 0.30692 6.29774 -1.13853
H 0.91002 3.98459 -4.37800
H 0.59609 3.40442 -2.74616
H -0.09478 2.54006 -4.15061
H -2.11811 2.66937 -3.28217
H -2.97357 4.10252 -3.84908
H -3.48385 3.89273 -1.50514
H -2.46038 5.31226 -1.77794
H -0.58579 3.72598 -1.18447
H -0.72739 3.86119 1.08503
H -2.46620 4.08302 1.01165
H -1.47325 6.15729 1.60628
H -2.05685 6.41069 -0.01753
H -0.54239 6.60302 -1.75336
H 0.67329 5.31489 -1.44079
H 1.12376 7.00218 -1.30561
C -2.16478 -7.19429 -2.24613
O -1.22325 -8.19647 -2.59561
C -1.46338 -8.80509 -3.86656
C -0.47382 -8.30632 -4.92406
N -0.73566 -6.91716 -5.30154
C 0.36047 -6.25871 -6.01939
C 1.75806 -6.23189 -5.38215
O 1.88216 -5.39472 -4.23720
C 1.34035 -5.93287 -3.04229
H -2.06707 -6.99949 -1.17625
H -1.95809 -6.25790 -2.77015
H -3.19054 -7.51254 -2.45116
H -2.50342 -8.68387 -4.18997
H -1.29131 -9.87637 -3.72616
H -0.55144 -8.93720 -5.81612
H 0.52959 -8.43108 -4.50772
H -0.93744 -6.37433 -4.47003
H 0.04766 -5.21856 -6.16839
H 0.43516 -6.70479 -7.01712
H 2.44495 -5.81007 -6.12367
H 2.14673 -7.23648 -5.16579
H 1.49613 -7.01030 -2.95891
H 0.27912 -5.68642 -2.97704
H 1.82760 -5.44769 -2.19470
C -2.51685 -2.22203 3.12322
O -3.08041 -1.14585 3.85555
C -2.61666 -1.05155 5.20478
C -1.61950 0.09813 5.37735
N -0.33793 -0.19259 4.73285
C 0.52906 0.97374 4.53736
C -0.02025 2.19172 3.77961
O -0.22161 1.99267 2.38520
C -1.38411 1.25037 2.05051
H -3.12530 -2.37595 2.22974
H -1.50230 -1.98650 2.79244
H -2.50918 -3.14809 3.70469
H -2.21084 -2.00308 5.56709
H -3.49782 -0.82386 5.81189
H -1.44854 0.27023 6.44564
H -2.08814 0.99411 4.96119
H -0.50423 -0.61543 3.82708
H 1.40681 0.61403 3.98779
H 0.89129 1.30123 5.51830
H 0.73103 2.98522 3.85187
H -0.92622 2.60745 4.24199
H -2.22891 1.47404 2.70547
H -1.15113 0.18400 2.06384
H -1.66843 1.49731 1.02565
C 3.53912 -1.15471 8.97036
O 2.98148 -1.16198 10.27519
C 3.36463 -0.04466 11.08006
C 2.22412 0.96924 11.21247
N 1.98377 1.68366 9.95852
C 0.70217 2.39301 9.89149
C -0.59555 1.61244 10.14894
O -0.95079 0.68379 9.13124
C -0.21122 -0.52681 9.14400
H 3.42250 -2.15521 8.54922
H 3.00628 -0.45973 8.31673
H 4.60325 -0.90378 8.98568
H 4.28821 0.42304 10.72055
H 3.57239 -0.44660 12.07619
H 2.47658 1.69589 11.99228
H 1.33982 0.41549 11.53958
H 2.02148 1.02951 9.18546
H 0.63739 2.81306 8.88092
H 0.74450 3.24544 10.57835
H -1.41315 2.34040 10.17317
H -0.61154 1.12596 11.13396
H 0.01097 -0.87258 10.15559
H 0.70518 -0.40038 8.56460
H -0.79813 -1.29590 8.63843
*
```